1.
The molecule C3H6FN3O in a non-equilibrium geometry. Source: the Open Molecules 2025 dataset; level of theory: wB97M-V/def2-TZVPD.

Values from the calculation:
SMILES string   [H]/N=C/N(N)C(=O)CF
ΔE to the lowest compared entry with this formula, charge and spin   1.36 kJ/mol
Charge   0
E   -12442.586 eV
Kohn-Sham gap   10.84 eV

Cartesian coordinates (Å):
F 1.72 -0.36 -2.45
O -0.62 0.64 -1.98
N -0.65 0.26 0.24
N -1.93 0.85 0.31
N 0.99 -0.75 1.57
C -0.15 -0.19 1.45
C -0.04 0.20 -1.02
C 1.35 -0.43 -1.15
H -0.89 0.00 2.25
H -1.84 1.75 -0.09
H 1.16 -0.98 2.54
H -2.50 0.35 -0.32
H 1.34 -1.45 -0.79
H 2.06 0.11 -0.55

***

2.
The molecule C3H6FNO2S in a non-equilibrium geometry. Source: the Open Molecules 2025 dataset; level of theory: wB97M-V/def2-TZVPD.

Values from the calculation:
SMILES string   C/C=N/CS(=O)(=O)F
ΔE to the lowest compared entry with this formula, charge and spin   15.71 kJ/mol
Charge   0
E   -22343.887 eV
Kohn-Sham gap   10.93 eV

Cartesian coordinates (Å):
S -2.89 -0.25 0.04
F -4.21 0.58 -0.44
O -3.08 -0.76 1.38
O -2.70 -1.08 -1.10
N -0.48 0.89 0.10
C -1.78 1.33 0.13
C -0.13 -0.31 0.16
C 1.20 -0.74 -0.28
H 1.69 -1.56 0.09
H -2.01 1.82 -0.84
H 0.90 -0.95 -1.23
H 1.94 0.22 -0.21
H -2.18 1.84 1.08
H -0.73 -1.11 0.43

***

3.
A 3-piece molecular cluster, C3H6FNO3 overall in a non-equilibrium geometry. Source: the Open Molecules 2025 dataset; level of theory: wB97M-V/def2-TZVPD.

Values from the calculation:
SMILES string   N=C=O.O=CF.CO
ΔE to the lowest compared entry with this formula, charge and spin   43.28 kJ/mol
Charge   0
E   -13557.286 eV
Kohn-Sham gap   10.84 eV

Cartesian coordinates (Å):
F -0.29 1.83 -1.33
O 2.37 0.32 0.94
O -2.87 -0.68 -0.35
O 0.57 3.26 0.10
N 2.13 -1.96 0.55
C -1.71 -0.95 0.30
C 2.18 -0.78 0.64
C 0.79 2.45 -0.69
H 2.00 -2.56 -0.26
H -1.69 -0.41 1.21
H 1.76 2.04 -0.97
H -1.67 -2.05 0.55
H -0.81 -0.80 -0.19
H -2.76 0.29 -0.49

***

4.
C3H6FNS as an isolated structure in a non-equilibrium geometry. Source: the Open Molecules 2025 dataset; level of theory: wB97M-V/def2-TZVPD.

Values from the calculation:
ΔE to the lowest compared entry with this formula, charge and spin   517.04 kJ/mol
Charge   0
E   -18245.974 eV
Kohn-Sham gap   8.93 eV

Cartesian coordinates (Å):
S 2.17 -0.71 -0.53
F -1.13 -1.85 -0.97
N -0.44 1.11 -0.83
C 0.72 -0.78 0.59
C -0.38 0.41 0.28
C -0.72 -1.11 0.19
H -0.66 1.01 1.23
H -1.04 -1.57 1.06
H 1.10 -0.81 1.52
H 0.40 2.06 -0.61
H -1.45 1.50 -1.00
H 1.45 0.74 -0.93

***

5.
C3H6FO2S as an isolated structure in a non-equilibrium geometry. Source: the Open Molecules 2025 dataset; level of theory: wB97M-V/def2-TZVPD.

Values from the calculation:
ΔE to the lowest compared entry with this formula, charge and spin   168.20 kJ/mol
Charge   -1
E   -20854.827 eV
Kohn-Sham gap   7.62 eV

Cartesian coordinates (Å):
S 1.56 -0.44 1.26
F -0.40 -1.88 -0.25
O 1.31 0.99 1.59
O 2.58 -0.46 0.17
C 0.15 0.21 -1.52
C -1.18 0.12 0.82
C 0.02 -0.64 0.28
H 0.70 1.20 -1.35
H -2.07 -0.29 0.55
H 0.63 -0.47 -2.10
H -1.27 0.23 1.95
H -1.13 1.12 0.50
H -0.89 0.32 -1.90

***

6.
The molecule C3H6FOP in a non-equilibrium geometry. Source: the Open Molecules 2025 dataset; level of theory: wB97M-V/def2-TZVPD.

Values from the calculation:
SMILES string   C=CC=[P@@H](O)F
ΔE to the lowest compared entry with this formula, charge and spin   46.40 kJ/mol
Charge   0
E   -17260.903 eV
Kohn-Sham gap   8.38 eV

Cartesian coordinates (Å):
P 0.14 1.39 0.85
F 1.59 2.12 0.80
O -0.27 0.88 2.31
C -0.50 -0.85 -0.64
C -0.42 -1.76 -1.66
C 0.49 0.14 -0.29
H 1.30 0.65 -0.92
H 0.44 -1.77 -2.36
H -1.36 -0.95 0.15
H -0.47 2.65 1.08
H 0.23 0.05 2.47
H -1.17 -2.54 -1.79